Molecular formula: C5H10O
Method: DFT, ωB97M-V/def2-TZVPD

The geometry in ORCA input format:
```
! RIJCOSX wB97M-V def2-TZVPD def2/J DEFGRID3
* xyz 0 1
O 0.471 1.666 0.687
C 0.676 0.481 0.663
C 0.163 -0.681 -0.193
C 1.488 -1.405 0.165
C 1.732 -0.399 1.321
H -0.068 -0.469 -1.240
H -0.707 -1.158 0.273
H 2.233 -1.292 -0.627
H 1.411 -2.458 0.439
H 2.719 0.052 1.440
H 1.385 -0.778 2.289
C -2.285 1.402 -0.995
H -2.256 1.005 -2.013
H -2.965 2.257 -0.957
H -2.644 0.626 -0.312
H -1.290 1.722 -0.682
*
```

- SMILES: O=C1CCC1.C
- ΔE to the lowest compared entry with this formula, charge and spin: 1.086 eV
- Orbital gap: 10.55 eV
- HOMO energy: -9.61 eV
- Electronic energy: -7393.6790 eV